ORCA calculation (ωB97M-V with the def2-TZVPD basis set) on a cluster of 12 separate species, C30H60O24S6 in total.

Properties
- Gap between HOMO and LUMO: 8.3 eV
- E_HOMO: -8.6314 eV
- Energy above the lowest of the compared OMol25 structures with the same formula, charge and spin: 336.9 kJ/mol

The geometry in ORCA input format:
```
! wB97M-V def2-TZVPD RIJCOSX def2/J DEFGRID3
* xyz 0 1
C 5.420 0.982 1.465
C 4.223 1.826 1.765
O 3.543 0.968 2.622
C 4.380 0.002 3.179
O 4.180 -0.777 4.058
O 5.481 0.017 2.462
H 6.363 1.527 1.514
H 5.337 0.476 0.503
H 3.731 2.120 0.839
H 4.417 2.718 2.360
C -6.214 0.808 2.661
C -4.783 1.043 3.191
O -4.993 0.344 4.416
C -6.020 -0.457 4.440
O -6.464 -1.081 5.370
O -6.607 -0.391 3.269
H -6.231 0.811 1.571
H -6.901 1.614 2.920
H -4.583 2.112 3.260
H -4.029 0.644 2.513
C -3.098 -6.618 -0.507
C -1.961 -7.268 -1.190
O -0.895 -6.342 -0.995
C -1.257 -5.408 -0.148
O -0.490 -4.623 0.414
O -2.591 -5.475 0.012
H -3.402 -7.214 0.353
H -4.043 -6.486 -1.034
H -2.124 -7.588 -2.219
H -1.643 -8.167 -0.662
C 0.538 2.982 3.339
C 0.991 4.305 3.872
O 1.585 3.997 5.095
C 1.741 2.725 5.313
O 2.346 2.285 6.283
O 1.082 2.081 4.332
H 0.964 2.752 2.362
H -0.545 2.867 3.357
H 0.150 4.988 3.997
H 1.717 4.765 3.202
C -2.603 -2.178 -2.142
C -2.912 -1.815 -3.601
O -3.658 -2.958 -3.955
C -3.524 -3.969 -3.091
O -3.805 -5.112 -3.286
O -2.747 -3.567 -2.116
H -3.345 -1.753 -1.466
H -1.605 -1.813 -1.898
H -1.979 -1.766 -4.162
H -3.427 -0.855 -3.632
C 0.440 0.713 -4.069
C 0.198 1.282 -5.436
O -1.061 1.708 -5.391
C -1.734 1.287 -4.306
O -2.894 1.586 -3.974
O -0.846 0.522 -3.590
H 0.959 1.350 -3.353
H 0.965 -0.232 -4.210
H 0.225 0.452 -6.142
H 0.896 2.081 -5.684
C 2.916 -4.507 0.773
S 4.155 -3.164 0.469
O 4.759 -3.286 -0.960
C 3.002 -1.782 0.237
H 2.319 -4.140 1.607
H 3.339 -5.468 1.065
H 2.200 -4.799 0.004
H 2.387 -2.041 -0.625
H 3.461 -0.804 0.093
H 2.460 -1.698 1.179
C -5.131 -5.271 2.441
S -4.759 -3.787 3.463
O -3.568 -4.137 4.389
C -3.897 -2.781 2.181
H -5.272 -5.105 1.372
H -6.016 -5.658 2.947
H -4.259 -5.925 2.424
H -4.673 -2.612 1.434
H -3.170 -3.333 1.585
H -3.654 -1.757 2.464
C 4.138 -0.669 -3.376
S 3.720 1.089 -2.875
O 3.314 1.034 -1.425
C 5.422 1.853 -2.863
H 3.289 -1.280 -3.682
H 4.498 -1.090 -2.438
H 4.887 -0.711 -4.167
H 5.887 1.358 -3.716
H 5.891 1.493 -1.948
H 5.528 2.936 -2.937
C -0.644 -1.199 1.058
S -1.212 0.408 0.314
O -1.759 1.196 1.547
C 0.486 1.020 -0.165
H -1.429 -1.639 1.673
H 0.285 -1.010 1.596
H -0.310 -1.955 0.346
H 0.472 1.815 -0.909
H 0.990 0.123 -0.527
H 1.059 1.478 0.642
C 4.250 6.497 0.003
S 3.643 4.829 -0.235
O 2.615 4.647 0.919
C 2.913 4.733 -1.880
H 3.455 7.242 0.035
H 5.101 6.639 -0.663
H 4.712 6.642 0.979
H 3.647 4.317 -2.570
H 2.756 5.717 -2.321
H 2.087 4.024 -1.939
C -0.362 4.711 -0.278
S -1.054 4.730 -1.967
O -0.192 3.775 -2.810
C -2.535 3.738 -1.579
H 0.401 5.488 -0.305
H 0.124 3.747 -0.127
H -1.009 4.971 0.560
H -3.416 4.221 -1.157
H -2.194 2.967 -0.887
H -2.914 3.339 -2.520
*
```

---

ORCA calculation (ωB97M-V with the def2-TZVPD basis set) on a structure of composition C30H61AgO17P.

Properties
- Gap between HOMO and LUMO (spin up / spin down): 4.8 / 2.7 eV
- Expectation value of S²: 2.0471
- E_HOMO (spin up / spin down): -15.1206 / -15.1204 eV

The geometry in ORCA input format:
```
! wB97M-V def2-TZVPD RIJCOSX def2/J DEFGRID3
* xyz 3 3
Ag 1.577 -2.436 -4.946
C -2.890 0.876 8.173
C -3.733 1.404 7.026
C -3.363 0.820 5.650
C -3.897 -0.640 5.401
P -3.538 -1.206 3.763
C -1.782 -0.762 3.414
C -1.112 -1.309 2.134
C 0.251 -0.614 1.768
C 1.434 -0.793 2.807
C -3.708 -3.013 3.736
C -2.807 -3.927 4.608
C -2.846 -5.465 4.265
C -4.312 -5.856 4.259
C -4.775 -0.430 2.670
C -4.919 -1.228 1.329
C -5.686 -0.483 0.270
C -5.548 -1.057 -1.144
H -1.830 0.728 7.963
H -3.269 -0.102 8.470
H -3.018 1.578 8.998
H -3.357 2.425 6.952
H -4.795 1.345 7.267
H -2.277 0.824 5.550
H -3.696 1.534 4.897
H -4.984 -0.602 5.483
H -3.592 -1.351 6.169
H -1.180 -1.117 4.250
H -1.767 0.327 3.447
H -1.702 -1.224 1.222
H -0.922 -2.365 2.327
H 0.004 0.447 1.720
H 0.594 -0.997 0.807
H 1.392 -0.244 3.748
H 2.376 -0.471 2.364
H 1.618 -1.832 3.079
H -3.598 -3.319 2.695
H -4.737 -3.127 4.077
H -3.004 -3.742 5.664
H -1.789 -3.588 4.415
H -2.397 -6.143 4.991
H -2.357 -5.526 3.292
H -4.418 -6.897 4.564
H -4.675 -5.873 3.231
H -5.100 -5.334 4.802
H -4.512 0.617 2.523
H -5.738 -0.458 3.181
H -5.329 -2.233 1.437
H -3.934 -1.535 0.978
H -5.535 0.593 0.355
H -6.741 -0.409 0.532
H -6.280 -0.542 -1.766
H -5.666 -2.139 -1.200
H -4.582 -0.897 -1.624
C 1.991 0.428 -1.686
C 1.815 -0.522 -2.859
O 2.621 -1.378 -2.973
O 1.054 -0.291 -3.846
H 1.031 0.761 -1.291
H 2.340 1.338 -2.174
H 2.776 0.180 -0.971
C 1.578 6.665 -3.927
C 0.248 6.671 -3.741
C -0.472 5.771 -2.758
O -1.677 5.983 -2.471
C 0.385 4.781 -2.160
C 1.753 4.691 -2.358
C 2.489 5.628 -3.313
O 3.728 5.480 -3.647
O 2.490 3.731 -1.688
O -0.437 7.762 -4.180
H 2.060 7.457 -4.481
H -0.044 4.188 -1.367
H 3.384 3.800 -2.030
H -1.262 7.711 -3.691
C 5.070 0.337 -4.834
C 5.788 -0.272 -5.817
C 6.616 0.480 -6.822
O 7.173 -0.066 -7.735
C 6.696 1.908 -6.531
C 6.027 2.497 -5.533
C 5.193 1.795 -4.585
O 4.786 2.248 -3.438
O 6.075 3.820 -5.258
O 5.718 -1.635 -6.051
H 4.454 -0.275 -4.192
H 7.331 2.566 -7.106
H 5.573 4.059 -4.476
H 4.966 -2.048 -5.621
O 5.137 -0.146 -1.320
H 4.339 -0.413 -1.776
H 5.809 -0.130 -2.001
O -1.343 1.703 -3.770
H -0.956 0.919 -3.380
H -2.139 1.856 -3.261
O 5.389 -2.691 -2.646
H 5.787 -3.544 -2.819
H 4.666 -2.632 -3.272
O 1.440 1.610 -5.887
H 1.551 1.195 -5.032
H 0.500 1.775 -5.953
O 5.024 -0.764 1.392
H 4.480 -1.540 1.256
H 5.125 -0.385 0.519
O 4.096 -2.936 -0.318
H 3.249 -3.334 -0.517
H 4.404 -2.593 -1.157
O -1.275 -1.786 -2.086
H -0.365 -2.066 -2.182
H -1.788 -2.581 -2.230
*
```

---

The records above give, respectively, largest force on an atom values of 5.11 7.90 eV/A.